1.
Computed, not measured: a single C4H7NO2S molecule in a non-equilibrium geometry, with ωB97M-V/def2-TZVPD.

The geometry in ORCA input format:
```
! RIJCOSX wB97M-V def2-TZVPD def2/J DEFGRID3
* xyz 0 1
S -3.0316 0.9132 0.0308
O -2.1734 -1.4640 0.0092
O 0.3574 -2.1271 0.0676
N -0.1121 1.5220 0.1904
C -0.4497 0.1761 -0.0148
C 0.5419 -0.7687 0.0439
C 1.9887 -0.4684 0.0122
C -1.7790 -0.3187 0.0630
H 2.3486 0.2105 0.6785
H 0.8861 1.6920 0.3024
H -0.3613 2.0889 -0.6206
H -2.3644 2.0237 -0.3573
H 2.1635 -0.0050 -0.9230
H -0.6313 -2.2070 0.2264
H 2.6166 -1.2676 0.2914
*
```

Summary:
Structure (SMILES)   C/C(O)=C(\N)C(=O)S
HOMO energy   -8.637 eV
ΔE to the lowest compared entry with this formula, charge and spin   41.1 kcal/mol
Molecular weight   133.2 g/mol
HOMO-LUMO gap   9.12 eV

Okay, here come the natural (NBO) numbers, in e, for every atom: 0.005, -0.604, -0.655, -0.809, -0.150, 0.440, -0.689, 0.386, 0.223, 0.378, 0.358, 0.125, 0.235, 0.510, 0.248

2.
Computed, not measured: 7 unconnected molecules or ions with the total composition C34H62BrNO9PS in a non-equilibrium geometry, with ωB97M-V/def2-TZVPD.

The geometry in ORCA input format:
```
! RIJCOSX wB97M-V def2-TZVPD def2/J DEFGRID3
* xyz 1 1
Br -5.2376 0.6073 0.8762
S 2.2836 -2.0952 0.2983
P 0.9928 -2.8326 1.6124
O 0.5759 -1.2161 -2.3515
O -2.9261 1.1736 6.4364
O -3.3224 -4.2084 3.9898
O -1.0133 -4.6802 3.5264
O 4.6826 2.0149 -7.4679
O -7.0635 3.4535 4.3090
O 3.6071 -5.3988 1.0180
O -2.2918 1.1744 -0.2845
O 4.5447 -0.8811 -5.0921
N -2.2107 0.0369 0.4528
C 5.3243 -0.4042 -3.9866
C -3.5067 -0.4264 1.1147
C -6.3873 3.9584 3.1493
C 4.6334 -4.4131 1.1978
C 2.4460 2.6079 -7.9684
C -4.1961 1.0438 8.4300
C -3.4775 -1.7755 2.0668
C 4.0088 2.3205 -6.2391
C 1.1865 -1.5392 -4.6162
C 5.9579 -5.1195 1.0083
C 6.7442 -0.4518 -5.8563
C -0.3492 -0.4962 -3.1782
C -2.0543 -3.8787 3.2647
C -0.8808 1.3785 4.3249
C -7.4459 4.2058 2.0968
C 2.7875 3.1379 -6.5997
C 3.8151 2.3516 -8.5593
C 6.7778 -0.6021 -4.3573
C 5.5999 -6.2021 0.0231
C -4.0771 2.0177 6.2963
C -2.0548 -2.5734 2.2729
C 1.6312 -1.7209 -3.1813
C -1.4509 2.2151 0.3310
C -0.8711 -0.6602 0.5540
C 5.4192 -1.0916 -6.2093
C -8.4747 3.6363 4.1293
C -1.7264 2.4737 1.9280
C -0.4490 2.1260 2.9044
C 4.2016 -6.5794 0.4614
C -5.0849 1.5607 7.3284
C 0.3170 -0.3119 -4.5241
C -0.7303 -2.0138 1.4813
C -8.6502 4.5485 2.9351
C -3.0558 0.4240 7.6523
H -3.5972 -3.3682 4.4978
H -4.5058 -2.0706 2.5870
H 5.0453 -0.9450 -3.0781
H -1.9477 3.6389 2.0578
H -4.4623 1.9485 5.2749
H -1.2589 -1.1001 -3.2654
H -9.6020 4.3975 2.4195
H 6.2797 -5.5705 1.9546
H 0.0365 3.1600 3.2379
H 3.7279 1.3730 -5.7674
H -7.1669 4.9885 1.3868
H -2.6574 1.9172 2.3679
H -5.8848 4.8888 3.4341
H -7.6359 3.2842 1.5341
H 5.0916 0.6571 -3.8471
H -5.6886 0.7400 6.9232
H 2.5327 -1.1370 -2.9676
H 4.2151 3.2520 -9.0383
H -3.2780 -0.6142 7.3825
H -0.6057 0.4546 -2.7030
H -5.6308 3.2393 2.8220
H 4.5382 -3.9577 2.1873
H -3.7593 3.0494 6.4807
H 0.9444 0.5873 -4.5107
H 1.8265 -2.7679 -2.9324
H -3.8258 1.8821 9.0322
H -2.1110 0.4471 8.2024
H 5.5741 -5.7866 -0.9912
H -0.3987 -0.2178 -5.3446
H 1.5660 -2.8109 2.9452
H -8.5947 5.5963 3.2537
H 1.8446 3.2955 -8.5685
H -0.1213 0.5136 4.6277
H 3.8111 1.5394 -9.2914
H 7.5921 -0.9183 -6.3643
H 7.0961 -1.6176 -4.0932
H 0.5830 -2.3983 -4.9319
H 1.9767 3.0364 -5.8738
H -5.7614 2.3580 7.6465
H -1.6928 3.2300 -0.2269
H 7.4449 0.1061 -3.8594
H 0.8346 -4.2313 1.2470
H 6.7506 -4.4527 0.6598
H -0.2885 2.0444 0.1931
H 4.4865 -3.6360 0.4397
H 3.5874 -6.9457 -0.3663
H 0.4016 1.4963 2.3848
H -0.8765 2.1577 5.2284
H 3.0551 4.1988 -6.6690
H 4.9737 -0.6627 -7.1115
H -4.6914 0.3348 9.0982
H 6.2916 -7.0482 0.0286
H 2.0228 -1.4346 -5.3121
H 0.0866 -0.2440 -0.0188
H 1.8967 1.6636 -7.8743
H 4.2234 -7.3439 1.2452
H 5.5251 -2.1723 -6.3517
H 4.6886 2.8556 -5.5697
H -8.9181 2.6517 3.9447
H -1.9545 0.9116 4.2853
H -8.9121 4.0504 5.0419
H 6.7281 0.6118 -6.1220
*
```

Summary:
HOMO energy   -10.710 eV
Molecular weight   771.8 g/mol
HOMO-LUMO gap   5.08 eV

Löwdin population analysis, charges in e, atoms 1 to 99: 0.742, 0.229, 0.416, -0.217, -0.193, -0.006, 0.021, -0.148, -0.149, -0.175, -0.137, -0.172, -0.114, -0.211, -0.395, -0.217, -0.253, -0.179, -0.175, 0.052, -0.207, -0.164, -0.178, -0.169, -0.212, -0.239, -0.133, -0.184, -0.179, -0.197, -0.173, -0.179, -0.203, 0.000, -0.218, -0.144, 0.109, -0.197, -0.201, -0.168, -0.235, -0.203, -0.176, -0.171, -0.204, -0.175, -0.199, 0.134, 0.131, 0.111, 0.135, 0.108, 0.120, 0.120, 0.119, 0.118, 0.100, 0.119, 0.087, 0.122, 0.106, 0.110, 0.118, 0.105, 0.120, 0.113, 0.105, 0.082, 0.115, 0.124, 0.113, 0.117, 0.122, 0.122, 0.118, 0.120, 0.014, 0.122, 0.117, 0.085, 0.120, 0.120, 0.118, 0.122, 0.109, 0.122, 0.156, 0.118, 0.016, 0.118, 0.137, 0.050, 0.119, 0.101, 0.094, 0.118, 0.113, 0.120, 0.118

3.
Computed, not measured: a single C5H8O molecule, with ωB97M-V/def2-TZVPD.

The geometry in ORCA input format:
```
! RIJCOSX wB97M-V def2-TZVPD def2/J DEFGRID3
* xyz 0 1
O -0.9784 -1.1808 -1.2429
C -0.4101 -0.2792 -0.3221
C 0.6447 0.7587 -0.6923
C -1.8475 -0.2691 -0.5763
C 1.3209 0.4905 0.6784
C 0.3564 -0.6997 0.9294
H 1.1915 1.3081 1.3920
H 0.8276 -1.6802 0.8127
H -2.5314 -0.7205 0.1433
H -2.2781 0.5103 -1.2062
H 1.2444 0.4382 -1.5495
H 0.2839 1.7764 -0.8705
H -0.2058 -0.6842 1.8681
H 2.3817 0.2318 0.6356
*
```

Summary:
Structure (SMILES)   C1CC2(C1)CO2
HOMO energy   -10.042 eV
ΔE to the lowest compared entry with this formula, charge and spin   46.1 kcal/mol
Molecular weight   84.1 g/mol
HOMO-LUMO gap   11.13 eV

Okay, here come the natural (NBO) numbers, in e, for every atom: -0.481, 0.209, -0.429, -0.105, -0.396, -0.428, 0.205, 0.220, 0.179, 0.179, 0.220, 0.210, 0.210, 0.208

Going through the records in order, we get total energy values of -760.01107; -5377.39980; -270.48447 Ha.